{"formula": "C40H86AsF6O22P2S7", "method": "ωB97M-V with the def2-TZVPD basis set", "symbols": ["As", "F", "F", "F", "F", "F", "F", "C", "C", "C", "S", "O", "O", "C", "H", "H", "H", "H", "H", "H", "H", "H", "C", "C", "C", "S", "O", "O", "C", "H", "H", "H", "H", "H", "H", "H", "H", "C", "C", "C", "S", "O", "O", "C", "H", "H", "H", "H", "H", "H", "H", "H", "C", "C", "C", "S", "O", "O", "C", "H", "H", "H", "H", "H", "H", "H", "H", "C", "C", "C", "S", "O", "O", "C", "H", "H", "H", "H", "H", "H", "H", "H", "C", "C", "C", "S", "O", "O", "C", "H", "H", "H", "H", "H", "H", "H", "H", "C", "C", "C", "S", "O", "O", "C", "H", "H", "H", "H", "H", "H", "H", "H", "C", "C", "O", "P", "O", "O", "C", "C", "O", "C", "C", "H", "H", "H", "H", "H", "H", "H", "H", "H", "H", "H", "H", "H", "H", "H", "C", "C", "O", "P", "O", "O", "C", "C", "O", "C", "C", "H", "H", "H", "H", "H", "H", "H", "H", "H", "H", "H", "H", "H", "H", "H"], "positions_angstrom": [[0.554438, 0.734778, 0.211230], [0.974818, 1.910408, 1.521440], [0.481898, -0.511202, 1.452050], [0.227158, -0.461782, -1.127550], [0.640388, 2.110498, -1.042770], [2.359248, 0.468018, 0.004190], [-1.203902, 1.009858, 0.358370], [0.366118, 2.113888, 5.027390], [-0.908982, 2.050388, 4.245920], [-2.087692, 2.737158, 5.035610], [-1.180042, 3.955428, 6.168930], [-1.417152, 3.532068, 7.594560], [-1.515372, 5.322638, 5.768130], [0.490088, 3.549428, 5.609460], [1.236408, 1.935468, 4.395840], [0.322578, 1.378588, 5.830840], [-1.263662, 1.044068, 4.023140], [-0.565202, 2.559428, 3.345480], [-2.658802, 2.035718, 5.643810], [-2.747192, 3.278198, 4.357060], [1.240568, 3.734158, 6.378060], [0.806398, 4.252628, 4.839040], [3.510978, 3.229258, -2.454740], [2.469328, 2.778328, -3.478040], [2.641828, 3.682428, -4.701510], [4.252808, 4.573798, -4.548840], [3.972648, 5.909548, -3.972660], [5.121578, 4.474158, -5.720700], [4.804458, 3.463298, -3.180600], [3.751338, 2.439808, -1.742630], [3.293398, 4.160228, -1.931240], [1.440078, 2.833738, -3.123540], [2.487588, 1.738938, -3.805810], [1.968248, 4.522598, -4.870320], [2.774118, 3.104698, -5.616290], [5.560928, 4.019348, -2.626830], [5.236168, 2.613238, -3.708930], [-2.354112, -4.276542, 0.618940], [-2.076362, -2.811712, 0.820640], [-2.708662, -2.052972, -0.409550], [-4.324842, -2.912962, -0.674390], [-4.450842, -3.497092, -2.017460], [-5.444032, -2.230312, -0.020100], [-3.826482, -4.308192, 0.389410], [-2.028382, -4.948522, 1.412940], [-1.783092, -4.686062, -0.214310], [-1.012742, -2.657372, 1.002280], [-2.572322, -2.501042, 1.740200], [-2.120442, -2.233072, -1.309360], [-2.937142, -0.993612, -0.292660], [-4.331982, -5.200812, 0.020910], [-4.226902, -4.179132, 1.394950], [2.711668, 4.567538, 2.102150], [2.702508, 5.543048, 0.947620], [3.909968, 6.478558, 1.260080], [5.259708, 5.408578, 1.879280], [5.649108, 5.913618, 3.173580], [6.183378, 5.132858, 0.807810], [4.137378, 3.995508, 2.081970], [2.014618, 3.744468, 1.944770], [2.478768, 5.102388, 3.022910], [1.788568, 6.134788, 0.896230], [2.773118, 5.028468, -0.010670], [3.666488, 7.203928, 2.036390], [4.314918, 7.139108, 0.493400], [4.475438, 3.366778, 2.905690], [4.299838, 3.465858, 1.143260], [1.526388, -1.399362, 4.225430], [1.863318, -1.611272, 5.763780], [2.890208, -2.775882, 5.786960], [2.485408, -3.981442, 4.484490], [1.727628, -5.067412, 5.124810], [3.603018, -4.245132, 3.596120], [1.200958, -2.777232, 3.719760], [2.465438, -1.066322, 3.783410], [0.744778, -0.657292, 4.062590], [0.977468, -1.935262, 6.310020], [2.209728, -0.733022, 6.308570], [3.062588, -3.184722, 6.782570], [3.866818, -2.373422, 5.517970], [0.262928, -3.088862, 4.179200], [0.981778, -2.992252, 2.673900], [-3.735222, -0.028652, -3.684530], [-3.075772, 0.936268, -2.756180], [-1.694282, 1.481868, -3.344950], [-2.189792, 1.773258, -5.109640], [-1.257992, 1.184058, -6.069330], [-2.577792, 3.215918, -5.161290], [-3.784032, 0.732558, -5.022140], [-4.756102, -0.218942, -3.353330], [-3.159712, -0.951152, -3.761200], [-2.702642, 0.321308, -1.937210], [-3.711742, 1.726298, -2.356800], [-0.941882, 0.693888, -3.312110], [-1.336432, 2.420698, -2.922280], [-3.745392, 0.210518, -5.978210], [-4.535672, 1.514358, -4.912960], [1.267518, -2.671002, -3.733090], [0.847008, -1.450892, -4.553720], [1.071738, -1.821712, -6.017320], [0.820298, -3.624842, -6.179740], [2.018568, -4.246782, -6.783950], [-0.553842, -3.924302, -6.696810], [0.802568, -3.909242, -4.383310], [0.838738, -2.681742, -2.731020], [2.340888, -2.713062, -3.548120], [1.436748, -0.566932, -4.310960], [-0.197002, -1.167602, -4.419920], [2.115328, -1.649482, -6.280710], [0.403808, -1.404582, -6.770940], [1.212668, -4.869652, -4.070990], [-0.266162, -4.030072, -4.206390], [2.367198, -7.798502, 2.728920], [3.248228, -6.898652, 1.908740], [3.491098, -7.423152, 0.605070], [2.506168, -7.052532, -0.643170], [1.037948, -7.423962, -0.610950], [3.280738, -7.637772, -1.958550], [2.759858, -7.367072, -3.261150], [3.746758, -6.544862, -4.122420], [2.684788, -5.440752, -0.750470], [1.669588, -4.543752, -0.196760], [2.328038, -3.125762, 0.092720], [2.821628, -8.788712, 2.696190], [2.089388, -7.502432, 3.740480], [1.395448, -7.774482, 2.235740], [2.873338, -5.875172, 1.902510], [4.177378, -6.885422, 2.478480], [2.538948, -8.277042, -3.819040], [1.797128, -6.881302, -3.102130], [3.929218, -5.677402, -3.488130], [4.621428, -7.194192, -4.160280], [3.497028, -6.379592, -5.170480], [0.725448, -4.505862, -0.740140], [1.333208, -4.942302, 0.760380], [3.202258, -3.202622, 0.739200], [2.500288, -2.603882, -0.848590], [1.540048, -2.575152, 0.606520], [-8.245402, 5.845678, 0.068950], [-7.566812, 4.498898, 0.314140], [-6.416812, 4.586138, 1.108620], [-4.966812, 3.846798, 0.619290], [-4.498752, 4.261098, -0.703240], [-3.935602, 3.981628, 1.809970], [-2.792092, 4.869548, 1.748210], [-1.608532, 4.169668, 1.061520], [-5.422082, 2.289528, 0.704530], [-4.469902, 1.301948, 0.622560], [-4.503712, 0.604218, 1.976520], [-7.536622, 6.518268, -0.414120], [-9.036292, 5.785778, -0.678720], [-8.677442, 6.180578, 1.011970], [-8.277342, 3.774018, 0.711380], [-7.248592, 4.171138, -0.675510], [-3.150482, 5.791738, 1.290820], [-2.426412, 5.085868, 2.751990], [-0.643822, 4.549458, 1.397980], [-1.749292, 3.123298, 1.332460], [-1.707842, 4.033198, -0.015330], [-4.772372, 0.564708, -0.121130], [-3.482912, 1.713028, 0.410540], [-5.543792, 0.385138, 2.218030], [-3.858382, -0.262842, 1.835630], [-4.052032, 1.243058, 2.735440]], "forces_ev_per_a": [[1.453, 1.005, -1.472], [-0.776, -0.967, -1.242], [-0.096, 0.449, -0.816], [0.333, 1.245, 1.562], [-0.200, -1.950, 1.841], [-2.370, 0.203, 0.147], [1.509, -0.215, 0.019], [0.703, 0.171, 1.619], [-0.952, 0.521, -0.092], [1.888, 0.540, -0.248], [-1.914, -0.273, 1.583], [0.903, 0.824, -3.187], [0.435, -1.126, 0.402], [0.119, -0.435, -0.272], [-0.065, -0.264, 0.015], [0.386, 0.027, 0.254], [0.464, -0.064, -0.296], [-1.243, 0.101, -0.489], [0.235, 0.136, 0.115], [0.019, 0.194, 0.279], [-0.374, -0.506, 0.449], [-0.632, 0.086, -0.316], [0.829, -1.236, 0.519], [-1.023, 0.868, -0.349], [1.062, 0.492, -1.126], [0.248, 0.597, 1.125], [0.330, -1.743, -0.835], [-0.961, -0.010, 0.864], [0.338, 1.427, -1.557], [-0.577, 0.042, 0.379], [-0.528, -0.183, -0.042], [0.140, 0.436, 0.347], [0.881, -0.092, 0.223], [-0.393, -0.367, 0.213], [-0.306, 0.118, -0.097], [-0.017, -0.160, 0.061], [-0.053, -0.208, 0.268], [0.662, -0.864, -1.121], [-0.038, 0.715, -0.071], [-0.149, -0.528, 0.348], [0.192, -1.861, 0.751], [0.120, 1.428, 1.169], [1.153, -0.104, -1.041], [-1.471, -0.569, 0.760], [-0.281, 0.359, 0.492], [-0.035, 0.256, -0.494], [0.017, 0.535, -0.530], [-0.147, 0.228, 0.036], [-0.015, 0.125, -0.017], [0.310, -0.103, 0.206], [0.438, -0.044, -0.384], [-0.579, 0.495, -0.100], [0.391, -0.727, -0.105], [0.467, 1.178, -0.044], [0.151, 0.344, -0.333], [-2.215, 0.287, -0.132], [0.605, -0.138, -0.114], [0.330, 0.067, 0.376], [0.502, 0.066, -0.151], [-0.079, 0.134, 0.137], [0.094, -0.134, 0.189], [-0.026, 0.021, 0.106], [0.302, 0.005, 0.042], [-0.144, -0.433, 0.455], [-0.066, -0.549, -0.557], [-0.162, 0.183, 0.083], [-0.201, -0.292, 0.039], [1.222, 0.017, 1.339], [-0.477, -1.051, -0.957], [0.969, 1.081, 0.117], [-2.316, 0.849, 0.662], [1.084, 0.798, -1.008], [-0.652, 0.166, 0.676], [-0.442, -1.503, 0.463], [-0.133, 0.363, -0.340], [0.043, -0.206, -0.117], [-0.250, -0.063, -0.136], [0.337, 0.031, -0.387], [-0.481, -0.575, -0.231], [0.092, 0.046, -0.319], [0.053, -0.266, 0.457], [0.906, 0.405, -0.196], [-0.114, 0.591, -1.707], [2.631, 0.097, 1.547], [-1.877, -0.515, -1.080], [-0.882, 1.439, 1.232], [-0.602, 0.498, 0.609], [0.773, -2.601, -0.458], [1.358, 0.871, 0.038], [0.091, -0.352, -0.021], [-0.153, -0.097, -0.004], [-0.336, 0.382, 0.594], [0.034, 0.062, -0.269], [0.021, 0.129, 0.016], [-0.133, -0.170, -0.051], [-0.537, -0.150, 0.233], [-0.142, -0.136, -0.578], [0.611, 0.434, 1.435], [-0.222, 0.025, -0.488], [0.171, -0.522, -0.576], [-0.592, -1.157, -0.470], [-1.712, 0.804, 0.553], [2.868, 0.661, 0.751], [-1.568, -1.164, -0.936], [-0.071, 0.448, 0.108], [0.197, 0.235, -0.327], [0.001, -0.080, 0.089], [-0.070, -0.251, 0.219], [-0.062, -0.096, -0.226], [0.048, 0.357, 0.272], [0.587, 0.254, -0.313], [-0.217, 0.087, -0.009], [-1.314, -0.315, -0.872], [0.257, 0.589, 1.772], [-0.869, -0.337, -2.098], [-1.523, 0.243, -0.390], [2.732, 0.449, 0.395], [0.369, 0.343, 2.024], [-1.020, 0.522, -1.269], [0.030, -1.078, 1.668], [-0.644, -0.270, -0.204], [1.199, 0.799, 1.302], [-1.551, -1.602, -0.771], [-0.388, -0.142, 0.203], [0.864, 0.350, 0.092], [-0.181, -0.718, -0.214], [0.115, -0.067, -0.357], [0.515, 0.311, -0.774], [0.067, -0.435, 0.595], [-0.076, 0.216, -0.326], [0.440, 0.430, -0.737], [0.439, 0.350, 0.131], [-0.629, 0.360, 0.344], [0.417, 0.072, -0.842], [0.198, -0.190, 0.218], [-0.009, -0.074, -0.238], [0.382, 0.012, 0.164], [0.135, 0.261, 0.065], [0.288, -0.307, 0.255], [-0.478, -0.066, -2.109], [3.305, -0.727, 0.753], [-2.932, -0.510, 0.191], [0.152, 0.220, 0.165], [-0.557, -0.010, 0.264], [0.785, 0.255, -0.686], [-1.322, -0.747, -0.196], [-1.309, 3.409, -0.241], [0.745, -1.450, 1.016], [0.961, 0.078, -0.671], [0.150, 0.307, 0.635], [-0.226, -0.521, 0.173], [0.179, 0.601, -0.166], [0.156, -0.078, 0.237], [-0.160, -0.438, -0.145], [0.383, 0.055, -0.087], [-0.744, -0.053, 0.281], [-0.080, -0.058, -0.232], [0.602, -0.113, 0.660], [0.183, 0.897, -0.189], [0.072, 0.190, -0.349], [0.105, -0.198, -0.215], [0.241, -0.346, 0.079], [-0.298, -0.451, 0.550], [-0.136, 0.050, 0.099]], "lowdin_charge": [0.984, -0.290, -0.262, -0.289, -0.299, -0.302, -0.266, -0.242, -0.226, -0.151, 0.743, -0.372, -0.361, -0.213, 0.109, 0.110, 0.112, 0.086, 0.097, 0.075, 0.108, 0.089, -0.234, -0.201, -0.201, 0.719, -0.361, -0.356, -0.221, 0.113, 0.100, 0.088, 0.107, 0.101, 0.096, 0.108, 0.107, -0.248, -0.199, -0.179, 0.717, -0.346, -0.342, -0.244, 0.125, 0.113, 0.090, 0.112, 0.096, 0.055, 0.108, 0.105, -0.225, -0.200, -0.206, 0.674, -0.338, -0.331, -0.212, 0.083, 0.113, 0.113, 0.098, 0.097, 0.099, 0.106, 0.096, -0.212, -0.190, -0.234, 0.731, -0.357, -0.331, -0.198, 0.120, 0.091, 0.108, 0.107, 0.104, 0.096, 0.097, 0.068, -0.220, -0.224, -0.173, 0.732, -0.369, -0.374, -0.175, 0.122, 0.116, 0.069, 0.118, 0.067, 0.091, 0.094, 0.097, -0.236, -0.194, -0.206, 0.752, -0.367, -0.364, -0.235, 0.096, 0.124, 0.109, 0.099, 0.105, 0.102, 0.092, 0.104, -0.069, -0.294, -0.170, 0.532, -0.272, -0.187, -0.282, -0.054, -0.204, -0.230, -0.034, 0.084, 0.071, 0.071, 0.079, 0.121, 0.118, 0.088, 0.073, 0.073, 0.076, 0.099, 0.086, 0.080, 0.060, 0.029, -0.072, -0.325, -0.195, 0.501, -0.218, -0.184, -0.215, -0.061, -0.178, -0.324, -0.040, 0.079, 0.072, 0.073, 0.118, 0.106, 0.118, 0.104, 0.074, 0.042, 0.077, 0.108, 0.091, 0.092, 0.059, 0.065], "e_lumo_ha": 0.0508, "homo_lumo_gap_ev": 9.8, "e_above_lowest_ev": 3.8205, "total_charge": -1, "e_homo_ev": -8.37, "e_tot_ha": -9536.2608}